Formula: C31H60N6O12SZn
Source: OMol25
Level of theory: ωB97M-V/def2-TZVPD

HOMO (alpha / beta) = -14.10 / -14.10 eV
expectation value of S² = 0.7544
M = 806.3 g/mol
multiplicity = 2
maximum force = 5.83 eV Å⁻¹
HOMO-LUMO gap (alpha / beta) = 5.76 / 3.21 eV
total charge = +3

CARTESIAN COORDINATES (ANGSTROEM)
1 C -3.942 -5.122 -7.978
2 N -3.660 -4.241 -6.856
3 C -2.354 -3.869 -6.693
4 C -1.990 -3.051 -5.626
5 C -2.980 -2.500 -4.738
6 C -4.305 -2.851 -4.998
7 C -4.648 -3.709 -6.080
8 C -2.597 -1.633 -3.653
9 C -3.344 -1.747 -2.426
10 C -3.001 -0.921 -1.351
11 N -1.952 -0.058 -1.447
12 C -1.195 0.052 -2.555
13 C -1.453 -0.800 -3.649
14 C -1.664 0.963 -0.371
15 H -3.616 -4.528 -8.832
16 H -4.986 -5.389 -8.145
17 H -3.347 -6.022 -7.824
18 H -1.627 -4.319 -7.353
19 H -0.942 -2.841 -5.471
20 H -5.098 -2.284 -4.533
21 H -5.651 -4.051 -6.287
22 H -4.147 -2.466 -2.375
23 H -3.476 -1.012 -0.385
24 H -0.336 0.685 -2.390
25 H -0.684 -0.818 -4.408
26 H -2.057 1.951 -0.611
27 H -0.594 0.843 -0.204
28 H -2.188 0.653 0.533
29 C -4.859 -0.140 3.034
30 C -4.506 -0.845 4.304
31 O -5.216 -0.823 5.285
32 N -3.210 -1.579 4.404
33 H -3.382 -2.481 4.824
34 H -2.857 -1.806 3.486
35 C -2.124 -0.839 5.224
36 H -4.039 0.418 2.582
37 H -5.558 0.670 3.240
38 H -5.305 -0.817 2.304
39 H -1.196 -1.406 5.298
40 H -2.597 -0.552 6.164
41 H -1.819 0.059 4.686
42 Zn 0.884 -1.286 1.958
43 C 0.012 2.584 2.911
44 C 0.514 1.160 2.533
45 O 0.122 0.207 3.191
46 O 1.199 0.931 1.503
47 H -0.475 3.080 2.072
48 H 0.794 3.230 3.309
49 H -0.757 2.557 3.684
50 S -1.238 -2.640 1.492
51 O -2.509 -2.087 1.914
52 O -0.317 -2.626 2.609
53 O -1.381 -3.896 0.733
54 O -0.585 -1.592 0.652
55 O 3.371 1.499 -2.848
56 C 3.144 0.926 -1.838
57 N 2.343 -0.193 -1.892
58 C 3.778 1.365 -0.538
59 H 1.925 -0.486 -2.763
60 H 2.362 -0.777 -1.068
61 H 3.242 2.277 -0.274
62 H 4.855 1.487 -0.650
63 H 3.451 0.690 0.252
64 C 2.476 4.881 6.948
65 O 1.958 3.601 7.359
66 C 2.345 2.571 6.415
67 C 1.489 1.326 6.572
68 N 1.668 0.755 7.899
69 C 2.884 -0.070 8.135
70 C 2.866 -1.355 7.345
71 O 4.028 -2.182 7.652
72 C 4.150 -3.388 6.873
73 H 3.544 4.830 6.738
74 H 2.143 5.523 7.763
75 H 1.954 5.243 6.062
76 H 3.404 2.398 6.606
77 H 2.304 2.985 5.407
78 H 1.560 0.630 5.735
79 H 0.467 1.703 6.563
80 H 1.584 1.454 8.623
81 H 2.792 -0.379 9.176
82 H 3.820 0.428 7.882
83 H 2.632 -1.264 6.284
84 H 2.021 -1.940 7.707
85 H 3.439 -4.172 7.131
86 H 5.105 -3.869 7.083
87 H 4.054 -3.268 5.794
88 C 3.326 0.498 -9.014
89 O 2.803 0.102 -7.765
90 C 2.419 1.145 -6.859
91 C 1.536 0.448 -5.859
92 N 1.081 1.135 -4.638
93 C 0.298 2.352 -4.830
94 C 0.474 3.318 -3.603
95 O -0.223 3.006 -2.428
96 C 0.237 3.707 -1.284
97 H 2.641 1.256 -9.395
98 H 3.566 -0.316 -9.698
99 H 4.259 1.022 -8.806
100 H 1.939 1.991 -7.350
101 H 3.332 1.501 -6.380
102 H 1.981 -0.511 -5.593
103 H 0.578 0.246 -6.337
104 H 1.857 1.355 -4.030
105 H -0.744 2.046 -4.923
106 H 0.706 2.821 -5.726
107 H 0.217 4.346 -3.859
108 H 1.558 3.230 -3.530
109 H 1.306 3.581 -1.110
110 H -0.208 3.308 -0.373
111 H 0.146 4.784 -1.431

---

Formula: C32H60BBr2Cl3LiN6Na2O6P
Source: OMol25
Level of theory: ωB97M-V/def2-TZVPD

HOMO = -3.42 eV
M = 985.7 g/mol
maximum force = 8.71 eV Å⁻¹
HOMO-LUMO gap = 1.17 eV

CARTESIAN COORDINATES (ANGSTROEM)
1 C 2.766 5.171 -0.282
2 C 3.046 3.811 -1.147
3 C 3.128 4.185 -2.714
4 C 1.711 3.953 -3.504
5 O 0.690 4.291 -2.554
6 C -0.659 3.996 -3.065
7 C -0.696 3.677 -4.619
8 N -0.772 3.203 -5.735
9 C -1.128 2.710 -2.174
10 C -2.515 2.068 -2.648
11 C -2.398 0.438 -2.434
12 Br -4.073 2.623 -1.466
13 C -1.488 5.337 -2.732
14 C -0.539 6.549 -3.283
15 N 0.233 7.434 -3.655
16 P -1.721 5.663 -0.849
17 N -1.728 7.239 -0.488
18 B -2.931 5.495 -3.430
19 C -3.692 6.946 -3.231
20 O -3.676 4.498 -4.182
21 H 3.106 4.994 0.814
22 H 1.665 5.492 -0.337
23 H 3.389 6.067 -0.675
24 H 2.309 2.977 -0.892
25 H 4.120 3.474 -0.844
26 H 3.982 3.654 -3.293
27 H 3.331 5.345 -2.754
28 H 1.788 4.680 -4.407
29 H 1.743 2.846 -3.825
30 H -0.307 1.909 -2.376
31 H -1.071 2.913 -1.043
32 H -2.780 2.206 -3.751
33 H -3.275 -0.056 -3.040
34 H -1.424 0.095 -2.931
35 H -2.454 0.160 -1.318
36 H -0.650 5.095 -0.056
37 H -2.977 5.131 -0.419
38 H -0.957 7.428 0.169
39 H -2.988 7.775 -2.869
40 H -4.463 6.787 -2.372
41 H -4.246 7.206 -4.215
42 H -3.381 4.572 -5.128
43 Na 4.806 5.538 -3.055
44 Br -0.197 2.423 -8.048
45 C -4.871 -2.025 3.538
46 C -3.716 -2.803 3.445
47 C -3.142 -3.054 2.203
48 C -3.730 -2.515 1.052
49 C -4.893 -1.740 1.141
50 C -5.459 -1.499 2.389
51 N -3.122 -2.753 -0.240
52 O -2.094 -3.463 -0.279
53 O -3.654 -2.227 -1.244
54 H -5.312 -1.827 4.511
55 H -3.264 -3.211 4.344
56 H -2.245 -3.661 2.146
57 H -5.361 -1.322 0.257
58 H -6.359 -0.897 2.468
59 Cl -0.565 9.078 -2.290
60 C -0.049 -0.727 0.872
61 C 0.270 -1.476 2.163
62 C 0.696 -0.551 3.302
63 N 2.213 -0.436 3.511
64 C 2.739 -1.679 4.192
65 C 3.008 -0.137 2.249
66 C 2.772 1.337 2.016
67 C 2.821 1.936 3.413
68 C 2.491 0.803 4.384
69 H 0.849 -0.345 0.381
70 H -0.549 -1.395 0.165
71 H -0.716 0.119 1.062
72 H 0.996 -2.270 1.969
73 H -0.654 -1.975 2.473
74 H 0.298 -0.929 4.249
75 H 0.300 0.458 3.162
76 H 2.562 -2.537 3.543
77 H 2.217 -1.797 5.144
78 H 3.809 -1.556 4.367
79 H 4.062 -0.325 2.474
80 H 2.701 -0.794 1.437
81 H 1.790 1.511 1.567
82 H 3.518 1.775 1.351
83 H 2.121 2.769 3.512
84 H 3.818 2.328 3.631
85 H 1.621 1.003 5.010
86 H 3.350 0.581 5.023
87 Na -4.750 -0.438 -2.512
88 Cl -2.375 1.624 -7.454
89 Li -5.592 3.600 -5.169
90 C 0.682 -4.926 -0.365
91 O 0.982 -4.849 1.023
92 C -0.009 -5.449 1.861
93 C 0.489 -6.772 2.449
94 N 0.597 -7.810 1.426
95 C 1.360 -8.991 1.830
96 C 2.822 -8.798 2.277
97 O 3.715 -8.426 1.231
98 C 3.681 -7.052 0.884
99 H 1.342 -4.234 -0.892
100 H 0.867 -5.928 -0.754
101 H -0.353 -4.632 -0.567
102 H -0.967 -5.569 1.344
103 H -0.172 -4.750 2.690
104 H -0.205 -7.106 3.227
105 H 1.458 -6.574 2.919
106 H 1.034 -7.420 0.600
107 H 1.365 -9.669 0.971
108 H 0.813 -9.502 2.631
109 H 3.179 -9.771 2.631
110 H 2.920 -8.118 3.130
111 H 3.508 -6.407 1.750
112 H 2.925 -6.881 0.117
113 H 4.646 -6.786 0.446
114 Cl 2.141 1.867 -6.931

---

Formula: C42H35CrIN7OPS4Se
Source: OMol25
Level of theory: ωB97M-V/def2-TZVPD

HOMO (alpha / beta) = -7.07 / -7.14 eV
expectation value of S² = 6.0257
M = 1070.9 g/mol
multiplicity = 5
maximum force = 2.85 eV Å⁻¹
HOMO-LUMO gap (alpha / beta) = 5.65 / 5.64 eV
relative energy (zero: lowest compared OMol25 entry of this formula, charge and spin) = 52.3 kcal per mole

CARTESIAN COORDINATES (ANGSTROEM)
1 Cr 1.537 0.758 -0.359
2 N 5.701 -2.169 0.177
3 C 4.417 -2.338 0.479
4 S 3.847 -3.929 0.741
5 N 3.774 -1.134 0.418
6 N 2.437 -1.099 0.565
7 C 1.603 -2.086 0.798
8 C 0.241 -1.737 0.578
9 C -0.839 -2.649 0.742
10 C -2.081 -2.169 1.107
11 C -2.255 -0.766 0.978
12 C -1.288 0.030 0.409
13 N -0.010 -0.430 0.245
14 H 6.252 -3.022 0.028
15 H 6.065 -1.264 -0.085
16 H 1.923 -3.083 1.167
17 H -0.622 -3.717 0.708
18 H -2.865 -2.829 1.445
19 H -3.223 -0.287 1.234
20 H -1.347 1.112 0.333
21 S 2.382 5.179 1.066
22 P 1.945 3.643 2.182
23 S 2.609 1.840 1.553
24 C 2.650 4.022 3.813
25 C 3.787 3.468 4.317
26 C 4.122 3.779 5.624
27 C 3.253 4.513 6.429
28 C 2.211 5.196 5.898
29 C 1.900 4.936 4.559
30 C 0.202 3.352 2.636
31 C -0.032 2.466 3.654
32 C -1.335 2.367 4.195
33 C -2.325 3.227 3.701
34 C -2.096 4.090 2.629
35 C -0.831 4.113 2.066
36 H 4.394 2.780 3.762
37 H 5.054 3.458 6.019
38 H 3.466 4.691 7.487
39 H 1.694 5.949 6.415
40 H 1.135 5.540 4.077
41 H 0.829 1.954 4.052
42 H -1.574 1.745 5.016
43 H -3.339 3.139 4.141
44 H -2.841 4.808 2.315
45 H -0.490 4.776 1.240
46 Se -1.094 0.888 -2.612
47 N 0.251 1.634 -1.733
48 C 0.227 3.007 -1.986
49 C 1.196 3.928 -1.577
50 C 0.954 5.262 -1.823
51 C -0.240 5.669 -2.523
52 C -1.154 4.793 -2.991
53 C -0.912 3.409 -2.784
54 N -1.684 2.408 -3.266
55 H 2.095 3.600 -1.102
56 H 1.660 6.023 -1.573
57 H -0.291 6.743 -2.791
58 H -2.100 5.158 -3.342
59 O -3.835 -2.462 -3.021
60 S -3.416 -3.407 -1.924
61 C -2.747 -4.863 -2.815
62 C -1.970 -4.530 -3.929
63 C -1.229 -5.537 -4.577
64 C -1.397 -6.863 -4.191
65 C -2.227 -7.178 -3.143
66 C -2.949 -6.196 -2.500
67 C -4.806 -4.083 -1.071
68 C -4.522 -4.889 0.058
69 C -5.599 -5.556 0.668
70 C -6.918 -5.386 0.210
71 C -7.150 -4.574 -0.887
72 C -6.101 -3.872 -1.474
73 H -1.995 -3.443 -4.254
74 H -0.534 -5.246 -5.405
75 H -0.842 -7.690 -4.703
76 H -2.259 -8.237 -2.816
77 H -3.629 -6.405 -1.674
78 H -3.442 -4.974 0.396
79 H -5.337 -6.276 1.430
80 H -7.765 -5.888 0.661
81 H -8.152 -4.526 -1.334
82 H -6.290 -3.174 -2.284
83 I 1.414 -0.778 -3.886
84 C 2.949 0.427 -3.037
85 C 3.796 0.822 -4.069
86 C 5.026 1.355 -3.677
87 C 5.322 1.439 -2.313
88 C 4.383 1.071 -1.386
89 N 3.128 0.740 -1.717
90 H 3.488 0.731 -5.168
91 H 5.815 1.644 -4.391
92 H 6.214 1.975 -1.909
93 H 4.636 1.084 -0.320